Below is a molecular structure, C33H32BrN6O5S5SeSiZr, with properties calculated with ωB97M-V/def2-TZVPD.

Highest occupied orbital energy ... -5.2 eV
Charge ... -1
Largest force on an atom ... 0.0146 Eh/bohr
ΔE to the lowest compared entry with this formula, charge and spin ... 0.228 eV

Positions of all 85 atoms, in Å:
Zr: 1.746 0.019 0.510
N: 6.077 -0.326 -0.623
C: 4.723 -0.532 -0.615
S: 4.012 -1.287 0.788
N: 4.063 -0.185 -1.677
N: 2.712 -0.496 -1.549
C: 2.118 -0.765 -2.652
C: 0.761 -1.248 -2.755
C: 0.217 -1.543 -4.010
C: -1.026 -2.126 -4.123
C: -1.728 -2.472 -2.965
C: -1.198 -2.221 -1.717
C: 0.020 -1.548 -1.597
O: 0.495 -1.212 -0.406
H: 6.512 -0.267 0.281
H: 6.415 0.306 -1.331
H: 2.712 -0.704 -3.564
H: 0.792 -1.300 -4.898
H: -1.461 -2.312 -5.096
H: -2.714 -2.909 -3.048
H: -1.757 -2.433 -0.818
C: 3.730 0.836 3.695
C: 2.317 1.300 3.677
N: 1.552 1.362 2.621
C: 0.286 1.817 2.929
C: 0.081 2.088 4.238
S: 1.517 1.788 5.115
C: -0.628 2.000 1.809
C: -1.748 2.757 1.771
S: -2.373 2.780 0.183
C: -1.086 1.781 -0.352
N: -0.253 1.448 0.601
C: -1.007 1.384 -1.779
H: 3.754 -0.254 3.735
H: 4.256 1.238 4.561
H: 4.225 1.153 2.780
H: -0.821 2.434 4.712
H: -2.202 3.306 2.578
H: -1.552 2.097 -2.398
H: -1.498 0.421 -1.909
H: 0.031 1.346 -2.101
O: -5.353 1.238 -2.970
S: -5.061 -0.080 -2.462
O: -4.832 -1.115 -3.441
N: -3.858 -0.032 -1.365
C: -4.268 -0.362 -0.152
S: -3.298 -0.413 1.216
C: -5.731 -0.705 -0.090
C: -6.475 -1.110 1.005
C: -7.822 -1.391 0.819
C: -8.414 -1.272 -0.436
C: -7.666 -0.869 -1.536
C: -6.330 -0.593 -1.329
H: -5.993 -1.200 1.970
H: -8.424 -1.712 1.661
H: -9.466 -1.499 -0.556
H: -8.111 -0.776 -2.518
Br: 4.020 4.373 2.081
C: 4.210 4.547 0.202
C: 4.865 5.676 -0.267
C: 4.994 5.878 -1.633
C: 4.454 4.966 -2.526
C: 3.786 3.852 -2.049
C: 3.666 3.620 -0.682
C: 2.968 2.362 -0.263
O: 3.424 1.666 0.679
O: 1.957 1.987 -0.904
H: 5.264 6.390 0.439
H: 5.513 6.757 -1.993
H: 4.548 5.124 -3.593
H: 3.346 3.128 -2.722
C: 0.725 -4.755 3.524
Si: 0.329 -3.557 2.128
C: 1.010 -4.239 0.517
C: -1.527 -3.430 2.013
Se: 1.377 -1.629 2.691
H: 0.246 -5.723 3.347
H: 0.366 -4.365 4.478
H: 1.803 -4.910 3.605
H: 0.819 -5.313 0.433
H: 2.086 -4.065 0.447
H: 0.537 -3.742 -0.333
H: -1.937 -4.407 1.735
H: -1.838 -2.698 1.273
H: -1.976 -3.126 2.960